No. 1
Below is one molecule with the formula C5H10O2, with properties calculated with ωB97M-V/def2-TZVPD.

```
! wB97M-V def2-TZVPD RIJCOSX def2/J DEFGRID3
* xyz 0 1
H 0.405 -1.548 -0.368
H 2.813 -1.289 -0.008
C 2.578 -0.290 0.390
C -0.895 0.110 -0.714
H 2.467 -0.367 1.483
H -2.340 -0.543 0.764
H 0.075 -0.577 1.099
C -2.223 -0.510 -0.325
C -0.669 1.859 0.760
H -0.723 0.038 -1.791
H -0.406 2.938 0.695
H -3.057 0.058 -0.748
H -2.275 -1.532 -0.717
O 1.432 0.246 -0.222
C 0.282 -0.525 0.020
O -0.871 1.549 -0.488
H 3.409 0.384 0.169
*
```

Properties
ΔE to the lowest compared entry with this formula, charge and spin, kcal/mol: 106.5
Highest occupied orbital energy, eV: -8.34
Max |F|, eV/Å: 0.74
Kohn-Sham gap, eV: 9.37
Electronic energy, a.u.: -346.85575

=====

No. 2
Below is a 2-piece molecular cluster, C5H10O2 overall, with properties calculated with ωB97M-V/def2-TZVPD.

```
! wB97M-V def2-TZVPD RIJCOSX def2/J DEFGRID3
* xyz 0 1
C -1.217 1.187 -1.364
O -1.611 2.125 -2.304
H -2.245 2.696 -1.919
H -0.972 -2.180 2.404
C 1.776 0.057 0.232
O -1.359 -3.040 2.190
H 2.945 -0.612 1.802
C 0.473 0.360 0.207
H -0.314 -0.275 0.602
H 2.547 0.470 -0.404
C 2.395 -1.108 0.996
H 1.706 -1.820 1.459
C -0.050 1.325 -0.725
H -1.825 0.291 -1.410
H -1.804 -3.336 2.990
H 3.041 -1.781 0.432
H 0.523 2.168 -1.100
*
```

Properties
ΔE to the lowest compared entry with this formula, charge and spin, kcal/mol: 66.0
Highest occupied orbital energy, eV: -8.39
Max |F|, eV/Å: 2.16
Kohn-Sham gap, eV: 9.18
Electronic energy, a.u.: -346.92019
SMILES: C/C=C/C=C/O.O

=====

No. 3
Below is one molecule with the formula C5H10O2, with properties calculated with ωB97M-V/def2-TZVPD.

```
! wB97M-V def2-TZVPD RIJCOSX def2/J DEFGRID3
* xyz 0 1
C -1.099 0.232 -0.419
H -0.228 1.685 0.554
H -1.428 0.273 -1.466
C 1.976 -0.039 0.654
O -1.011 1.582 0.005
O 0.721 -0.661 0.966
H 2.812 -0.745 0.718
C 1.511 0.299 -0.769
H 1.329 1.361 -0.954
C 0.245 -0.486 -0.386
H 2.177 0.808 1.322
H -2.350 -1.505 -0.061
H -1.734 -0.727 1.415
C -2.123 -0.540 0.409
H 0.142 -1.456 -0.894
H -3.048 0.036 0.489
H 2.108 -0.116 -1.583
*
```

Properties
ΔE to the lowest compared entry with this formula, charge and spin, kcal/mol: 48.2
Highest occupied orbital energy, eV: -9.86
Max |F|, eV/Å: 0.35
Kohn-Sham gap, eV: 10.82
Electronic energy, a.u.: -346.94867
SMILES: C[C@@H](O)[C@H]1CCO1

=====

No. 4
Below is a 2-piece molecular cluster, C5H10O2 overall, with properties calculated with ωB97M-V/def2-TZVPD.

```
! wB97M-V def2-TZVPD RIJCOSX def2/J DEFGRID3
* xyz 0 1
H 0.544 1.367 -2.287
C 1.149 -0.017 -0.711
O -0.877 1.171 1.729
H -2.749 0.473 1.408
H -1.241 -2.511 -0.102
O 1.640 0.015 0.613
H 0.239 -2.012 0.912
C -1.735 0.327 1.830
C -0.382 -1.859 0.033
H -0.670 -0.778 -1.748
H 1.963 -0.460 -1.301
C -0.061 -0.920 -0.853
C 0.878 1.390 -1.243
H -1.561 -0.634 2.352
H 0.976 0.478 1.152
H 1.791 1.991 -1.185
H 0.101 1.880 -0.643
*
```

Properties
ΔE to the lowest compared entry with this formula, charge and spin, kcal/mol: 58.1
Highest occupied orbital energy, eV: -9.72
Max |F|, eV/Å: 0.53
Kohn-Sham gap, eV: 10.26
Electronic energy, a.u.: -346.93283
SMILES: C=C[C@@H](C)O.C=O

=====

No. 5
Below is one molecule with the formula C5H10O2, with properties calculated with ωB97M-V/def2-TZVPD.

```
! wB97M-V def2-TZVPD RIJCOSX def2/J DEFGRID3
* xyz 0 1
H 1.024 -1.348 0.747
O 0.302 2.418 1.769
H -1.727 -0.029 1.276
H 0.748 0.880 -0.357
H -0.490 -1.883 0.018
C -0.887 0.608 1.073
O -1.001 0.280 -1.286
H 1.444 -2.706 -1.336
C -0.909 1.877 1.539
C -0.104 0.201 -0.173
C 1.129 -1.659 -1.400
H -1.343 1.182 -1.345
H -1.768 2.502 1.756
H 0.489 -1.544 -2.280
H 0.682 1.505 1.688
C 0.385 -1.237 -0.137
H 2.026 -1.046 -1.551
*
```

Properties
ΔE to the lowest compared entry with this formula, charge and spin, kcal/mol: 68.3
Highest occupied orbital energy, eV: -8.72
Max |F|, eV/Å: 2.18
Kohn-Sham gap, eV: 9.38
Electronic energy, a.u.: -346.91654
SMILES: CC[C@@H](O)/C=C\O

=====

No. 6
Below is a 2-piece molecular cluster, C5H10O2 overall, with properties calculated with ωB97M-V/def2-TZVPD.

```
! wB97M-V def2-TZVPD RIJCOSX def2/J DEFGRID3
* xyz 0 1
C -1.111 1.158 1.031
C 0.806 -1.105 1.283
H 0.496 -1.690 -1.730
H -0.625 -0.708 -0.729
H 1.517 2.395 -0.225
C -0.406 -1.801 -1.138
H -1.303 0.470 1.881
O -1.931 2.016 0.753
C 0.629 1.922 -0.652
C 0.069 0.861 0.253
H 0.901 1.492 -1.624
O 1.030 0.068 0.778
H -0.121 2.686 -0.820
H -0.303 -2.646 -0.463
H 1.684 -1.712 1.430
H -0.117 -1.345 1.789
H -1.214 -2.061 -1.816
*
```

Properties
ΔE to the lowest compared entry with this formula, charge and spin, kcal/mol: 115.8
Highest occupied orbital energy (spin up / spin down), eV: -8.24 / -8.03
Max |F|, eV/Å: 2.46
Kohn-Sham gap (spin up / spin down), eV: 8.35 / 7.28
Electronic energy, a.u.: -346.84086

=====

No. 7
Below is a 2-piece molecular cluster, C5H10O2 overall, with properties calculated with ωB97M-V/def2-TZVPD.

```
! wB97M-V def2-TZVPD RIJCOSX def2/J DEFGRID3
* xyz 0 1
H 0.019 2.132 -0.966
O -0.745 0.316 -1.350
H 0.998 -0.646 -1.751
C -0.821 1.515 -0.644
H -1.676 0.861 1.209
C 1.757 -0.845 0.786
O 1.901 0.225 1.348
H 1.164 -1.599 1.315
H -1.775 1.937 -0.978
C 0.168 -0.627 -1.051
H -0.703 2.336 1.287
H 2.577 -1.242 0.170
C -0.763 1.341 0.843
C -0.438 -1.764 -0.680
H 0.201 0.853 1.099
H -1.517 -1.896 -0.670
H 0.163 -2.641 -0.601
*
```

Properties
ΔE to the lowest compared entry with this formula, charge and spin, kcal/mol: 108.4
Highest occupied orbital energy, eV: -9.40
Max |F|, eV/Å: 3.69
Kohn-Sham gap, eV: 9.61
Electronic energy, a.u.: -346.85266
SMILES: C=COCC.C=O

=====

No. 8
Below is one molecule with the formula C5H10O2, with properties calculated with ωB97M-V/def2-TZVPD.

```
! wB97M-V def2-TZVPD RIJCOSX def2/J DEFGRID3
* xyz 0 1
O 1.792 1.158 -0.233
C 1.314 -1.121 -0.624
H -1.647 -0.614 -1.520
H -1.432 -1.478 0.016
C 0.852 0.157 0.035
C -0.607 0.516 0.017
H -2.637 -0.199 -0.101
O -0.857 1.839 -0.360
H 0.310 1.143 1.940
H 2.376 -1.279 -0.423
C 0.091 0.261 1.340
H 1.719 1.831 0.452
H -0.182 -0.616 1.922
H 1.189 -1.018 -1.708
C -1.634 -0.499 -0.431
H 0.755 -2.002 -0.301
H -1.678 2.121 0.063
*
```

Properties
ΔE to the lowest compared entry with this formula, charge and spin, kcal/mol: 46.8
Highest occupied orbital energy, eV: -9.20
Max |F|, eV/Å: 0.30
Kohn-Sham gap, eV: 10.04
Electronic energy, a.u.: -346.95081
SMILES: C[C@]1(O)C[C@@]1(C)O

=====

Question: Which formula does entry 6 have?
Answer: C5H10O2

=====

Question: Which formula does entry 3 have?
Answer: C5H10O2

=====

Question: Among the records above, which one has the lowest max |F|?
Answer: number 8